{
  "formula": "C11H10FNO2",
  "method": "ωB97M-V with the def2-TZVPD basis set",
  "species": ["C", "N", "C", "F", "C", "C", "C", "C", "C", "C", "C", "C", "C", "O", "O", "H", "H", "H", "H", "H", "H", "H", "H", "H", "H"],
  "xyz": [[1.9796, 1.2979, -2.9131], [1.3865, 0.9662, -1.6308], [0.9797, 1.7539, -0.7479], [1.1770, 3.1408, -0.6668], [0.2326, 1.3847, 0.4676], [-0.4203, 0.3179, 1.0215], [-1.1719, 0.4691, 2.2035], [-2.1640, -0.3901, 2.4785], [-2.4128, -1.5213, 1.5998], [-1.6781, -1.7230, 0.4502], [-0.4642, -1.0063, 0.3107], [0.5505, -1.5044, -0.4096], [1.9819, -1.2122, -0.4365], [2.6611, -1.5977, -1.3521], [2.5966, -0.5674, 0.6245], [1.3322, 1.2864, -3.8529], [2.5076, 2.2614, -2.7080], [2.6420, 0.3691, -2.9428], [0.0328, 2.2965, 1.1630], [-1.0837, 1.2641, 2.9395], [-2.7212, -0.2748, 3.5124], [-3.2722, -2.1671, 1.9341], [-1.7163, -2.5105, -0.1682], [0.3077, -2.3614, -1.0633], [1.8656, -0.0043, 0.8727]],
  "homo_lumo_gap_ev": 7.008,
  "smiles": "C/N=C(F)/C=c1/cccc/c1=C/C(=O)O",
  "largest_force_ha_per_bohr": 0.0876,
  "multiplicity": 1,
  "homo_ev": -8.4
}